(1)
Here is C19H28F9N2O4P3Ti as an isolated structure from the Open Molecules 2025 dataset. Energies are from wB97M-V/def2-TZVPD.

```
! RIJCOSX wB97M-V def2-TZVPD def2/J DEFGRID3
* xyz -1 2
Ti 0.40033 1.58618 0.44424
C 0.79337 5.82706 0.66315
C 0.11296 4.56138 0.22702
O 0.82404 3.49651 0.38108
C -1.14413 4.57027 -0.31390
C -1.70545 3.42692 -0.93463
C -2.97890 3.58907 -1.70884
N -1.10137 2.26388 -0.89250
N -1.59100 1.32918 -1.81206
C -0.88528 0.24923 -1.71433
O 0.00646 0.04293 -0.79756
C -0.96990 -0.68441 -2.86978
C -2.17974 -0.95839 -3.50135
C -2.21138 -1.79440 -4.60621
C -1.03563 -2.35248 -5.09488
C 0.17185 -2.07106 -4.47187
C 0.20498 -1.24482 -3.35633
H 1.24024 5.67309 1.64484
H 0.10050 6.66618 0.69882
H 1.59929 6.05694 -0.03708
H -1.69020 5.49945 -0.37124
H -3.33434 4.61490 -1.64177
H -3.73019 2.91433 -1.29667
H -2.83035 3.30720 -2.75016
H -3.08388 -0.50622 -3.11586
H -3.15576 -2.01250 -5.08980
H -1.06272 -3.00165 -5.96164
H 1.09235 -2.49463 -4.85546
H 1.13828 -1.00810 -2.86173
C -0.77331 -4.47553 -0.35516
P 0.34198 -3.20051 0.36215
C 1.65881 -3.17083 -0.91432
C 1.22778 -4.14553 1.68022
C 2.30313 -3.21918 2.24480
P 1.63649 -1.45793 2.32703
C 3.02824 -0.63307 3.14419
C 0.34055 -1.63096 3.58064
H -0.24105 -5.38658 -0.64442
H -1.25265 -4.05188 -1.23911
H -1.55397 -4.73127 0.36230
H 1.18840 -3.14126 -1.89590
H 2.29338 -4.06012 -0.85712
H 2.26552 -2.27077 -0.81077
H 1.65594 -5.07099 1.28274
H 0.50632 -4.41297 2.45633
H 3.18569 -3.20523 1.60158
H 2.62229 -3.50993 3.25217
H 3.39385 -1.26207 3.95834
H 2.71078 0.33549 3.52097
H 3.83384 -0.46995 2.42731
H 0.59255 -2.42472 4.28742
H -0.61227 -1.85028 3.09986
H 0.22656 -0.67886 4.09504
F 2.83002 0.13866 -0.55822
C 2.29001 1.40621 -0.61210
F 3.29775 2.21510 -0.20146
F 2.15048 1.66507 -1.95084
O 0.81826 0.21562 1.76725
O 1.41513 1.49808 2.03623
F -1.80707 0.95997 1.44794
P -2.35935 1.92698 2.67377
F -1.12367 2.93279 2.31222
F -1.40083 1.13506 3.70421
F -3.29006 2.70219 1.60530
F -3.54299 0.87953 2.95960
F -2.85095 2.90362 3.84630
*
```

For the energy above the lowest of the compared OMol25 structures with the same formula, charge and spin, the calculation gives 0.305 eV. The expectation value of S² is 0.76. The value obtained for the orbital gap (spin up / spin down) is 7.24 / 6.60 eV. For the LUMO energy (spin up / spin down), the calculation gives 2.6 / 1.7 eV.

---

(2)
Here is a 2-piece molecular cluster, C19H28FN4O4 overall at a distorted geometry from the Open Molecules 2025 dataset. Energies are from wB97M-V/def2-TZVPD.

```
! RIJCOSX wB97M-V def2-TZVPD def2/J DEFGRID3
* xyz 1 1
C -2.11858 -1.53387 -1.87711
C -1.88147 -1.62145 -0.35234
C -0.49889 -2.15087 0.03182
C 0.60634 -1.20473 -0.45731
C 0.39901 0.26482 -0.02681
C 1.65766 1.10563 0.02260
C 1.89124 1.88054 1.14610
C 1.01090 1.98432 2.36852
C 0.57556 3.44883 2.53965
O 0.14538 3.91919 3.55164
F 0.68564 4.23362 1.42927
C 3.04559 2.66074 1.11592
N 3.78978 2.61269 0.04177
C 4.98315 3.49883 0.02503
C 4.51734 4.90320 -0.47852
C 3.66958 4.87179 -1.73248
O 5.07147 5.32412 -1.67007
N 3.62688 1.89400 -1.03031
C 2.56181 1.13555 -1.06548
C 2.38692 0.35988 -2.34284
O 1.14825 0.74934 -2.91797
N 1.17266 0.51594 -4.33607
O 0.63035 1.38269 -4.87340
H -3.18061 -1.68994 -2.08154
H -1.55721 -2.30240 -2.41533
H -1.88725 -0.54468 -2.28576
H -2.08734 -0.62935 0.06990
H -2.64869 -2.27887 0.05594
H -0.38572 -3.12558 -0.45063
H -0.40130 -2.30951 1.10886
H 0.55720 -1.22384 -1.55149
H 1.61139 -1.57305 -0.22097
H -0.28782 0.75822 -0.72498
H -0.11858 0.24068 0.93114
H 1.59061 1.77646 3.26984
H 0.10770 1.38517 2.34010
H 3.31484 3.29104 1.95167
H 5.72003 3.15211 -0.69242
H 5.36280 3.64458 1.03291
H 4.26394 5.64309 0.27336
H 3.75534 3.99113 -2.35350
H 3.05442 5.72565 -1.97817
H 3.22480 0.60146 -3.00262
H 2.46787 -0.71341 -2.14890
C -5.80227 -4.63235 0.41005
C -5.71567 -5.05670 1.87201
C -4.83866 -4.12196 2.71274
C -3.46334 -4.10422 2.19674
N -2.38693 -4.08867 1.78551
H -4.82410 -4.66069 -0.07380
H -6.45719 -5.30507 -0.14291
H -6.20187 -3.62000 0.31807
H -5.32437 -6.07418 1.92642
H -6.71930 -5.07636 2.29941
H -4.81686 -4.45479 3.75061
H -5.23435 -3.10530 2.69244
*
```

For the energy above the lowest of the compared OMol25 structures with the same formula, charge and spin, the calculation gives 0.000 eV. The value obtained for the orbital gap is 8.95 eV. For the LUMO energy, the calculation gives -4.4 eV.

---

(3)
Here is one molecule with the formula C19H28N2O4S from the Open Molecules 2025 dataset. Energies are from wB97M-V/def2-TZVPD.

```
! RIJCOSX wB97M-V def2-TZVPD def2/J DEFGRID3
* xyz 0 1
C -3.61125 -7.06042 -4.75785
O -3.12922 -6.09897 -3.85723
C -3.15813 -4.79121 -4.38581
C -2.62821 -3.83448 -3.32394
C -2.61971 -2.40794 -3.84913
O -2.98561 -2.13540 -4.97717
N -2.20918 -1.44831 -2.98571
C -1.62975 -1.64421 -1.67949
H -1.79044 -2.66063 -1.32740
C -0.13161 -1.32607 -1.71665
H 0.28892 -1.46035 -0.71911
H 0.37578 -2.00339 -2.40531
C 0.08165 0.11729 -2.19579
C -0.62532 0.32808 -3.53829
H -0.55495 1.37776 -3.82271
C -2.09577 -0.07777 -3.44209
H -2.57709 -0.01059 -4.41836
H -2.60980 0.57609 -2.73168
H -0.12732 -0.27616 -4.29748
H 1.15520 0.32085 -2.32083
O -0.48168 1.04829 -1.28487
C 0.13198 1.32369 -0.10783
C -0.58171 2.16281 0.75378
C -0.06101 2.51473 1.97646
C 1.19643 2.06042 2.37367
C 1.90343 1.22531 1.51777
C 1.38011 0.85314 0.29208
H 1.95780 0.19529 -0.33839
H 2.86179 0.82183 1.81200
C 1.68996 2.45836 3.71964
O 0.94028 2.71404 4.64244
N 3.04353 2.49780 3.85362
H 3.62199 2.46152 3.03037
C 3.65868 2.93555 5.08328
C 3.93077 4.43824 5.07380
H 4.61794 4.70206 4.26918
H 3.00152 4.99573 4.95248
S 4.73892 4.99865 6.60318
C 3.33974 4.90016 7.75417
H 3.08103 3.86273 7.94257
H 3.66327 5.37296 8.67545
H 2.49345 5.43662 7.33551
H 4.59222 2.38854 5.23918
H 2.95608 2.69208 5.88366
H -0.61703 3.14704 2.65150
H -1.54880 2.51845 0.43512
H -2.11817 -0.95367 -0.98170
H -3.26348 -3.90694 -2.43950
H -1.61775 -4.14346 -3.05041
H -4.18365 -4.50978 -4.66498
H -2.53738 -4.72758 -5.29138
H -4.65490 -6.86154 -5.03196
H -3.00869 -7.08497 -5.67461
H -3.54484 -8.02229 -4.25322
*
```

For the energy above the lowest of the compared OMol25 structures with the same formula, charge and spin, the calculation gives 1.107 eV. The value obtained for the orbital gap is 9.13 eV. For the LUMO energy, the calculation gives 0.5 eV. Its SMILES is COCCC(=O)N1CCC(Oc2ccc(C(=O)NCCSC)cc2)CC1.

---

(4)
Here is one molecule with the formula C19H28N2O5S from the Open Molecules 2025 dataset. Energies are from wB97M-V/def2-TZVPD.

```
! RIJCOSX wB97M-V def2-TZVPD def2/J DEFGRID3
* xyz 0 1
C 7.76579 -1.53083 0.05658
C 6.57752 -2.48043 0.15129
C 6.16277 -2.71389 1.60242
H 5.82869 -1.77155 2.04001
C 5.08128 -3.78290 1.76929
H 4.89093 -3.91861 2.83716
H 5.46876 -4.72940 1.38377
C 3.74911 -3.49022 1.06969
C 3.08315 -2.22172 1.60357
C 1.74585 -1.96858 0.91489
H 1.28341 -1.06564 1.32087
H 1.90492 -1.81870 -0.15529
C 0.80622 -3.16779 1.11360
C -0.50281 -2.84622 0.44267
O -1.49473 -2.47020 1.02805
O -0.43872 -2.96807 -0.88194
C -1.61251 -2.71443 -1.65167
H -1.46723 -3.24586 -2.59333
H -2.49197 -3.09946 -1.12283
C -1.80520 -1.21696 -1.95697
O -1.68339 -0.77627 -3.07493
N -2.12060 -0.50684 -0.84478
C -2.31060 0.86753 -0.71579
C -2.50546 1.36563 0.57557
C -2.69245 2.71907 0.77483
C -2.68883 3.57062 -0.31334
C -2.50752 3.09188 -1.59567
C -2.31683 1.73816 -1.80589
H -2.17532 1.34920 -2.80029
H -2.53605 3.78637 -2.42026
S -2.88165 5.32863 -0.04847
O -3.45870 5.92378 -1.21258
O -3.46605 5.54814 1.23785
N -1.30932 5.89207 0.04206
H -0.79848 5.55718 0.84045
H -0.79720 5.81991 -0.82003
H -2.85735 3.13132 1.75758
H -2.50982 0.68314 1.41302
H -2.18406 -1.03448 0.02651
C 1.46282 -4.43195 0.55847
C 2.79761 -4.67531 1.25509
H 2.62651 -4.83644 2.32215
H 3.25542 -5.58057 0.85193
H 0.80296 -5.28881 0.70969
H 1.62218 -4.31137 -0.51402
H 0.60326 -3.28838 2.18233
H 2.92708 -2.32168 2.68012
H 3.72912 -1.35954 1.43567
H 3.93097 -3.36512 -0.00211
H 7.04152 -3.03617 2.16683
H 5.74234 -2.05898 -0.41062
H 6.84009 -3.43687 -0.30644
H 8.62550 -1.93987 0.58284
H 8.04504 -1.36818 -0.98177
H 7.52085 -0.56816 0.50058
*
```

For the energy above the lowest of the compared OMol25 structures with the same formula, charge and spin, the calculation gives 0.000 eV. The value obtained for the orbital gap is 9.42 eV. For the LUMO energy, the calculation gives 0.4 eV. Its SMILES is CCCC[C@H]1CC[C@H](C(=O)OCC(=O)Nc2ccc(S(N)(=O)=O)cc2)CC1.

---

(5)
Here is an isolated ion of composition C19H28N3O3S and charge +1 at a distorted geometry from the Open Molecules 2025 dataset. Energies are from wB97M-V/def2-TZVPD.

```
! RIJCOSX wB97M-V def2-TZVPD def2/J DEFGRID3
* xyz 1 1
C -6.28593 -1.86441 -0.27297
C -4.87411 -1.34550 -0.50857
C -3.83222 -2.30026 0.10232
C -2.43686 -1.87264 -0.23645
O -1.90340 -2.16638 -1.28353
N -1.74450 -1.13770 0.73440
C -0.40297 -0.86871 0.59571
N 0.29684 -1.14396 -0.50401
C 1.66920 -1.11799 -0.35103
C 2.63680 -1.29495 -1.32740
C 3.96870 -1.21013 -0.97522
C 4.35972 -0.94758 0.34774
C 3.37759 -0.77323 1.33391
C 2.05493 -0.86428 0.97098
S 0.64121 -0.69831 1.99584
H 3.68171 -0.58122 2.34873
O 5.61953 -0.85991 0.78578
C 6.72089 -0.95648 -0.11051
C 6.94819 0.33171 -0.89215
H 6.10209 0.56280 -1.53510
H 7.83706 0.22792 -1.50701
H 7.09443 1.16019 -0.20411
H 7.57431 -1.14939 0.54347
H 6.59657 -1.81441 -0.78006
H 4.71004 -1.35547 -1.74287
H 2.35071 -1.49972 -2.34643
C -2.38144 -0.24593 1.68059
H -3.41405 -0.52652 1.86217
C -2.29493 1.17236 1.06117
N -1.00034 1.30974 0.41698
C -0.06851 2.21766 1.07635
H -0.09847 2.05722 2.15433
H 0.93648 1.99062 0.70943
C -0.39016 3.68163 0.74117
O -0.38181 3.88301 -0.65047
C -1.32791 3.06485 -1.29177
H -1.24872 3.27711 -2.35816
C -1.03041 1.58419 -1.01415
H -1.77052 0.94613 -1.49978
H -0.04002 1.34910 -1.41566
H -2.34369 3.31613 -0.94875
H 0.37269 4.34233 1.15327
H -1.37021 3.95925 1.15894
H -0.19795 -1.48563 -1.33237
H -2.44175 1.91431 1.84790
H -3.09455 1.28684 0.32586
H -1.83244 -0.28622 2.62432
H -3.97238 -3.28008 -0.35928
H -3.98136 -2.40016 1.17641
H -4.68786 -1.26297 -1.58060
H -4.77821 -0.34948 -0.07050
H -6.41738 -2.84042 -0.73168
H -6.49361 -1.95274 0.79077
H -7.01103 -1.18228 -0.70794
*
```

The value obtained for the orbital gap is 8.30 eV. For the LUMO energy, the calculation gives -2.7 eV.

---

(6)
Here is a 3-piece molecular cluster, C19H28N3O5 overall at a distorted geometry from the Open Molecules 2025 dataset. Energies are from wB97M-V/def2-TZVPD.

```
! RIJCOSX wB97M-V def2-TZVPD def2/J DEFGRID3
* xyz 1 1
C -0.06819 6.01534 0.16120
C 0.80820 4.93072 0.77423
O 0.34106 3.57978 0.46361
C 0.03947 3.35319 -0.80863
C -1.18815 2.83551 -1.16858
C -1.42132 2.59931 -2.51159
N -0.47440 2.86343 -3.40786
C -0.70856 2.58125 -4.82251
C 0.38443 2.37794 -5.64966
C 0.12748 2.11800 -6.99001
N -1.08486 2.03191 -7.52981
C -2.10518 2.24528 -6.70452
C -1.98769 2.52886 -5.34832
N 0.70897 3.37274 -3.11468
C 0.95824 3.60315 -1.85213
H -1.10332 5.68009 0.13929
H 0.25881 6.26300 -0.84582
H -0.02872 6.91976 0.75947
H 1.83689 5.01060 0.43211
H 0.79171 5.04939 1.84932
H -1.92891 2.59867 -0.42141
H -2.36983 2.17917 -2.79728
H 1.38059 2.43433 -5.24687
H 0.97175 1.97224 -7.65013
H -3.10025 2.18252 -7.12349
H -2.87179 2.67157 -4.75025
H 1.93343 3.99872 -1.61325
O -2.60509 -1.49797 -1.08966
C -1.49492 -1.57665 -0.63174
O -1.30062 -2.18456 0.53785
C 0.00663 -2.49061 1.06758
C 0.56981 -1.31355 1.83539
C -0.32983 -0.90696 -1.32745
H 0.67463 -2.83461 0.27875
H -0.14243 -3.33032 1.72776
H 0.71179 -0.44159 1.19230
H 1.52801 -1.57860 2.27575
H -0.11715 -1.01878 2.63037
H -0.29302 0.13257 -1.00157
H -0.51077 -0.94228 -2.40038
H 0.63607 -1.37435 -1.15319
O 1.65878 -4.13381 2.67390
C 1.48253 -4.53618 3.79640
O 1.02771 -5.78187 3.96720
C 0.96336 -6.43262 5.24374
C -0.32319 -6.11399 5.97465
C 1.67628 -3.64175 4.99783
H 1.84823 -6.20210 5.83780
H 1.00763 -7.49650 5.02011
H -0.40560 -5.05039 6.20040
H -0.37511 -6.66878 6.91110
H -1.18195 -6.38274 5.35990
H 0.75796 -3.08121 5.17073
H 2.48020 -2.94394 4.77626
H 1.95022 -4.17231 5.90580
*
```

For the energy above the lowest of the compared OMol25 structures with the same formula, charge and spin, the calculation gives 0.000 eV. The value obtained for the orbital gap is 7.39 eV. For the LUMO energy, the calculation gives -4.8 eV.